Entry 1:
55
Properties=species:S:1:pos:R:3:lowdin_charge:R:1 method="wB97M-V/def2-TZVPD" max_force_ev_per_a=1.06 charge=+1 e_lumo_ev="-4.28 / -2.66" e_tot_ev=-108028.31341 multiplicity=5 s2=6.236 homo_lumo_gap_ev="5.956 / 7.694"
Mn 0.6140 0.2730 0.0165 0.62
C -0.4239 3.3673 1.6509 -0.04
C -0.9675 2.9656 0.3147 -0.34
C -1.7379 3.8082 -0.4694 -0.02
C -2.1944 3.3701 -1.7130 -0.03
C -1.8902 2.1046 -2.1555 -0.01
C -1.1048 1.2830 -1.3313 -0.44
N -0.6681 1.7349 -0.1140 -0.03
N -0.6373 0.0452 -1.5665 -0.12
Si -1.3822 -1.0999 -2.6641 0.48
C -1.4784 -0.4574 -4.4596 -0.17
C -0.2835 -2.6527 -2.6012 -0.16
C -3.1009 -1.4835 -1.9284 -0.16
H 0.4833 3.9561 1.5166 0.07
H -0.1581 2.4828 2.2322 0.06
H -1.1389 3.9736 2.2009 0.09
H -1.9804 4.7954 -0.1173 0.12
H -2.7857 4.0265 -2.3327 0.12
H -2.2192 1.7345 -3.1100 0.09
H -0.7743 0.3496 -4.6513 0.03
H -2.4727 -0.1075 -4.7192 0.03
H -1.2488 -1.2604 -5.1517 0.02
H 0.7258 -2.4330 -2.9388 0.02
H -0.6851 -3.4252 -3.2443 0.03
H -0.2333 -3.0675 -1.5986 0.02
H -3.6996 -0.5827 -1.8236 0.02
H -2.9985 -1.9346 -0.9443 0.02
H -3.6555 -2.1764 -2.5492 0.03
N 3.1168 -0.9130 -2.0461 0.13
C 2.6371 -1.7166 -1.0882 -0.69
N 1.6708 -1.3920 -0.2578 -0.06
C 1.3407 -2.4529 0.5691 -0.37
C 2.0962 -3.5664 0.3922 -0.32
S 3.2538 -3.3290 -0.8648 1.11
C 0.2047 -2.2803 1.4517 -0.35
C -0.4705 -3.2513 2.1199 -0.32
S -1.8127 -2.5875 2.9692 1.10
C -1.3805 -1.0115 2.3514 -0.65
N -0.3225 -1.0044 1.5805 0.03
N -2.0939 0.0711 2.6994 0.13
H 2.6488 -0.0415 -2.2528 0.07
H 3.8667 -1.2232 -2.6397 0.12
H 2.0354 -4.4998 0.9120 0.08
H -0.2780 -4.3029 2.1519 0.08
H -2.9692 -0.0515 3.1834 0.11
H -1.9567 0.9244 2.1813 0.09
Te 2.6809 1.9243 0.1386 0.98
C 2.8258 1.4796 2.1881 -1.00
C 2.8792 2.3604 3.2290 -0.25
C 3.0212 1.7266 4.4785 -0.18
C 3.0626 0.3728 4.3813 -0.40
S 2.9485 -0.1622 2.7529 0.93
H 2.8039 3.4257 3.0992 0.10
H 3.1054 2.2576 5.4083 0.11
H 3.1817 -0.3458 5.1638 0.06

Entry 2:
49
Properties=species:S:1:pos:R:3:lowdin_charge:R:1 method="wB97M-V/def2-TZVPD" max_force_ev_per_a=3.26 e_lumo_ev=0.59 smiles="C=CCCC(=O)N1C[C@@H]([C@@H](C)OC(=O)CCCc2ccncc2)C1=O" e_tot_ev=-31261.85848 homo_lumo_gap_ev=10.177
C -2.0331 -1.7438 -3.9370 0.01
C -2.7061 -2.4285 -2.9396 -0.16
C -2.1076 -3.6709 -2.2980 -0.21
C -1.1942 -3.2225 -1.1287 -0.08
C -2.0256 -2.7911 0.1027 -0.38
O -2.9553 -3.5082 0.4710 0.07
N -1.8251 -1.6504 0.8009 0.07
C -2.3706 -1.2351 2.0952 -0.03
C -1.2694 -0.1387 2.1499 -0.11
C -0.2995 -0.1194 3.3158 -0.32
C 0.2381 -1.4177 3.7731 -0.02
O 0.8280 0.7049 2.9914 0.02
C 0.6782 2.0331 2.7887 -0.43
O -0.3662 2.6884 2.9184 0.08
C 1.9488 2.7517 2.3714 -0.07
C 2.8543 1.8324 1.4953 -0.20
C 4.1380 2.5081 1.0540 -0.16
C 3.8731 3.7688 0.2336 -0.21
C 2.9646 3.8070 -0.8654 -0.02
C 2.7242 5.0029 -1.5216 -0.16
N 3.3323 6.1546 -1.2383 0.05
C 4.1874 6.1671 -0.1984 -0.14
C 4.4942 4.9957 0.5193 -0.04
C -0.8072 -0.7167 0.8100 -0.34
O 0.2196 -0.6210 0.1587 0.11
H -2.4598 -0.9038 -4.4603 0.04
H -1.0759 -2.0635 -4.3249 0.05
H -3.6919 -2.1164 -2.5847 0.10
H -1.4972 -4.1964 -3.0131 0.10
H -2.9102 -4.3491 -1.9851 0.11
H -0.5763 -4.0843 -0.8868 0.12
H -0.6081 -2.3614 -1.4856 0.11
H -3.4165 -0.8227 2.0556 0.15
H -2.3438 -2.0115 2.8528 0.12
H -1.7277 0.8230 1.9851 0.14
H -0.8335 0.3412 4.1555 0.16
H 0.7146 -1.9476 2.9471 0.10
H -0.5769 -2.0907 4.1683 0.11
H 0.9690 -1.2627 4.5460 0.09
H 1.6856 3.6374 1.7774 0.13
H 2.4833 3.0352 3.3062 0.14
H 2.2740 1.4972 0.6026 0.12
H 3.1340 0.9181 2.0345 0.12
H 4.7233 2.7526 1.9533 0.12
H 4.7628 1.8077 0.4737 0.13
H 2.3640 2.9739 -1.2032 0.11
H 2.0376 5.0308 -2.3498 0.10
H 4.6820 7.0759 0.1427 0.10
H 5.2966 5.0961 1.2997 0.12